# 1
{"formula": "C7H14Cl2OV", "method": "wB97M-V/def2-TZVPD", "s_squared": 2.259, "multiplicity": 3, "mol_weight_da": 236.0, "total_charge": -1, "total_energy_ha": -2214.73626, "homo_lumo_gap_ev": [6.223, 6.108], "relative_energy_kcal_mol": 26.17, "e_homo_ev": [-3.055, -3.009], "lumo_ev": [3.1679, 3.0992], "symbols": ["V", "Cl", "Cl", "C", "H", "H", "C", "C", "H", "C", "H", "C", "H", "H", "C", "H", "H", "C", "H", "H", "H", "H", "O", "H", "H"], "coordinates": [[-1.29, 2.64, 1.59], [0.24, 3.73, 0.58], [-0.93, 2.00, 3.59], [2.02, -0.80, 0.84], [2.84, -0.17, 0.53], [1.77, -0.83, 1.91], [-1.43, 0.98, 0.82], [1.24, -1.39, -0.02], [-0.97, 0.15, 1.41], [1.11, -1.06, -1.49], [0.54, -2.17, 0.32], [0.83, 0.43, -1.82], [2.07, -1.31, -1.93], [0.38, -1.74, -1.97], [-0.60, 0.96, -1.78], [1.52, 1.03, -1.23], [1.13, 0.52, -2.88], [-1.66, 0.73, -0.63], [-0.51, 2.04, -1.96], [-1.12, 0.53, -2.65], [-2.50, 1.38, -0.96], [-2.05, -0.28, -0.75], [-0.63, -2.56, 2.53], [-1.56, -2.77, 2.58], [-0.44, -2.05, 3.33]], "mulliken_charge": [0.362, -0.578, -0.613, -0.605, 0.279, 0.185, -0.251, -0.074, 0.074, -0.781, 0.185, -0.415, 0.369, 0.288, -0.450, 0.303, 0.286, -0.686, 0.260, 0.290, 0.304, 0.273, -0.604, 0.293, 0.305]}

***

# 2
{"formula": "C7H14ClIN5", "method": "wB97M-V/def2-TZVPD", "mol_weight_da": 330.6, "total_charge": 1, "total_energy_ha": -1306.44104, "homo_lumo_gap_ev": 8.551, "e_homo_ev": -12.859, "smiles": "CC[C@H](I)c1nnn(CCCN)[n+]1Cl", "lumo_ev": -4.3078, "symbols": ["C", "C", "C", "I", "C", "N", "N", "N", "C", "C", "C", "N", "N", "Cl", "H", "H", "H", "H", "H", "H", "H", "H", "H", "H", "H", "H", "H", "H"], "coordinates": [[2.88, -0.70, 0.38], [2.90, 0.23, -0.83], [2.28, 1.62, -0.56], [3.55, 2.85, 0.63], [0.96, 1.45, 0.11], [0.65, 1.47, 1.39], [-0.65, 1.24, 1.50], [-1.15, 1.07, 0.33], [-2.58, 0.76, 0.14], [-2.94, -0.59, 0.78], [-2.01, -1.76, 0.47], [-1.46, -1.73, -0.89], [-0.17, 1.21, -0.59], [-0.43, 1.15, -2.23], [3.10, -0.17, 1.30], [3.63, -1.48, 0.27], [1.93, -1.20, 0.49], [3.90, 0.35, -1.22], [2.26, -0.22, -1.59], [2.09, 2.09, -1.52], [-3.11, 1.53, 0.69], [-2.82, 0.81, -0.91], [-3.96, -0.82, 0.48], [-2.92, -0.43, 1.85], [-2.60, -2.66, 0.60], [-1.20, -1.82, 1.20], [-0.46, -1.68, -0.86], [-1.67, -2.58, -1.39]], "mulliken_charge": [-0.980, -0.404, -0.734, 0.248, 0.371, -0.254, -0.605, 0.798, -0.352, -0.609, -0.623, -0.420, 0.004, 0.120, 0.303, 0.368, 0.176, 0.414, 0.299, 0.521, 0.326, 0.172, 0.419, 0.357, 0.424, 0.280, 0.109, 0.270]}

***

# 3
{"formula": "C7H14CrOP", "method": "wB97M-V/def2-TZVPD", "s_squared": 3.809, "multiplicity": 4, "mol_weight_da": 197.2, "total_energy_ha": -1736.05453, "homo_lumo_gap_ev": [6.420, 5.447], "relative_energy_kcal_mol": 0.00, "e_homo_ev": [-5.987, -5.075], "lumo_ev": [0.4334, 0.3721], "symbols": ["C", "C", "C", "C", "C", "Cr", "P", "H", "H", "H", "H", "H", "H", "H", "H", "C", "C", "O", "H", "H", "H", "H", "H", "H"], "coordinates": [[0.89, -1.57, -2.30], [1.64, -1.68, -1.09], [0.72, -1.88, 0.00], [-0.62, -1.88, -0.55], [-0.51, -1.69, -1.98], [0.30, 0.08, -1.00], [0.39, 2.11, -2.16], [1.32, -1.57, -3.31], [2.73, -1.75, -0.99], [0.98, -2.16, 1.02], [-1.35, -1.73, -2.68], [-1.52, -2.12, 0.02], [-0.73, 2.33, -3.02], [1.51, 2.34, -3.01], [0.37, 3.26, -1.33], [-0.85, 1.21, 3.29], [-0.62, 0.26, 2.14], [-0.20, 0.96, 0.94], [0.05, 1.79, 3.51], [-1.11, 0.63, 4.17], [-1.67, 1.90, 3.06], [0.17, -0.47, 2.34], [-1.52, -0.30, 1.87], [-0.35, 1.92, 1.06]], "mulliken_charge": [-0.557, -0.534, -0.413, -0.427, -0.598, 0.109, -0.053, 0.439, 0.415, 0.527, 0.411, 0.422, 0.044, 0.044, -0.002, -1.458, 0.103, -0.237, 0.380, 0.378, 0.398, 0.183, 0.218, 0.208]}